The following is a quantum chemistry calculation of C17H13N2O2PdS4 as an isolated structure, from the Open Molecules 2025 dataset.

Output
LUMO energy (alpha / beta): 2.365 / 2.028 eV
2S+1: 3
HOMO energy (alpha / beta): -4.038 / -4.735 eV
Frontier orbital gap (alpha / beta): 6.40 / 6.76 eV
ΔE to the lowest compared entry with this formula, charge and spin: 0.00 kcal per mole
Charge: -1
Expectation value of S²: 2.008

```
39
Properties=species:S:1:pos:R:3:forces:R:3
Pd 0.1830 -0.3634 0.2247 -0.36 0.26 0.35
C -1.1695 2.0889 8.7791 0.01 -0.02 -0.05
C -0.8444 1.4677 7.4460 0.01 0.01 0.05
C 0.3704 0.8317 7.2253 0.03 -0.02 0.00
C 0.6705 0.2680 5.9907 -0.09 0.02 -0.04
C -0.2596 0.3407 4.9684 0.02 0.07 0.10
C -1.4864 0.9600 5.1710 0.00 0.02 0.04
C -1.7691 1.5213 6.4030 -0.02 0.00 -0.03
S 0.0940 -0.3741 3.3839 -0.21 -0.17 -0.56
O 1.4414 -0.8958 3.4608 -0.16 0.13 0.19
O -0.9935 -1.3029 3.1601 0.32 0.12 -0.08
N -0.0442 0.7643 2.2497 0.51 -0.23 0.29
C 0.7897 1.8860 2.2673 -0.20 -0.13 -0.24
C 1.1425 2.6513 3.3618 0.00 0.01 0.07
C 1.8932 3.8368 3.2356 -0.02 -0.02 0.00
C 2.2979 4.3081 2.0213 -0.02 -0.02 0.03
C 1.9746 3.5614 0.8659 0.07 0.10 -0.09
C 2.3631 3.9610 -0.4353 0.03 0.07 0.08
C 2.0592 3.1897 -1.5150 -0.07 -0.13 0.01
C 1.3671 1.9797 -1.3013 0.11 0.11 -0.07
N 0.9897 1.6010 -0.1082 -0.06 -0.09 -0.07
C 1.2533 2.3582 0.9892 -0.01 0.01 0.03
H -0.3577 1.9425 9.4908 0.00 0.00 0.00
H -2.0753 1.6511 9.2023 0.00 0.01 0.01
H -1.3411 3.1620 8.6763 0.00 0.00 0.01
H 1.0971 0.7759 8.0281 -0.01 0.01 0.00
H 1.6167 -0.2198 5.8002 0.01 0.00 0.01
H -2.2033 0.9990 4.3609 0.01 0.00 -0.01
H -2.7239 2.0097 6.5644 0.00 0.00 -0.01
H 0.8214 2.3593 4.3483 0.01 0.01 0.02
H 2.1373 4.3896 4.1349 -0.01 -0.01 0.01
H 2.8618 5.2277 1.9289 0.00 0.00 -0.02
H 2.9111 4.8888 -0.5567 0.00 0.00 0.03
H 2.3515 3.4761 -2.5153 -0.02 -0.03 -0.02
H 1.1280 1.3044 -2.1149 0.00 0.01 -0.01
S 1.0072 -2.2171 -3.8907 0.00 0.05 0.14
C 0.6786 -1.6165 -2.3855 -0.02 -0.12 -0.33
S -0.8158 -0.8574 -1.9397 0.14 0.02 0.19
S 1.7688 -1.6343 -1.0468 0.00 -0.04 -0.03
```
Positions in Å, forces in eV/Å.

The following is a quantum chemistry calculation of C17H13N3O4Se4Zr as an isolated structure, from the Open Molecules 2025 dataset.

Output
LUMO energy: -1.299 eV
HOMO energy: -7.493 eV
Frontier orbital gap: 6.19 eV
ΔE to the lowest compared entry with this formula, charge and spin: 1.58 kcal per mole
Charge: 0

```
42
Properties=species:S:1:pos:R:3:forces:R:3
Zr -0.1525 2.1583 0.4810 -1.08 0.58 0.04
C -1.5084 3.4731 -2.4745 -0.05 -0.13 0.05
O -1.1614 2.2401 -1.8214 0.33 -0.03 0.20
C -1.9913 1.1622 -2.0339 -0.17 0.44 -0.25
C -3.0776 1.1768 -2.8915 -0.03 -0.15 0.03
C -3.8112 0.0057 -3.0530 0.03 0.05 0.00
C -3.4624 -1.1531 -2.3747 0.04 0.00 0.04
C -2.3767 -1.1507 -1.5091 -0.30 -0.15 -0.08
C -1.6647 0.0156 -1.3316 0.76 -0.14 0.42
N -0.5283 0.1468 -0.4585 -0.85 -0.16 -0.21
N 0.0418 -0.9313 -0.1648 0.47 -0.43 -0.08
C 1.2169 -0.9243 0.5349 -0.28 -0.43 0.12
C 2.0518 0.2016 0.6128 -0.13 0.12 -0.29
O 1.6909 1.3407 0.0790 0.16 -0.27 0.29
C 3.3203 0.0865 1.2472 -0.07 0.07 -0.20
C 3.6950 -1.0909 1.7937 0.10 -0.18 0.10
C 2.8815 -2.2690 1.7286 0.29 0.22 0.08
C 3.3198 -3.4803 2.2999 -0.02 -0.01 0.00
C 2.5439 -4.6051 2.2222 -0.12 0.06 -0.08
C 1.3003 -4.5366 1.5665 0.05 -0.11 0.05
C 0.8526 -3.3649 1.0129 0.00 0.10 -0.01
C 1.6413 -2.1987 1.0790 -0.13 0.03 -0.08
H -1.5568 3.3071 -3.5488 0.00 0.03 -0.03
H -2.4610 3.8271 -2.0813 -0.04 0.04 -0.04
H -0.7165 4.1692 -2.2361 0.02 0.05 -0.02
H -3.3589 2.0720 -3.4242 -0.01 -0.02 0.00
H -4.6646 0.0104 -3.7183 0.01 -0.02 0.01
H -4.0414 -2.0562 -2.5102 0.00 0.00 0.00
H -2.0916 -2.0356 -0.9586 0.02 0.02 0.00
H 3.9361 0.9737 1.2977 0.01 -0.01 0.00
H 4.6485 -1.1585 2.3066 -0.02 -0.02 -0.01
H 4.2800 -3.5061 2.8022 -0.02 0.02 -0.02
H 2.8799 -5.5352 2.6607 -0.02 0.00 -0.01
H 0.6809 -5.4227 1.5012 0.02 0.01 0.01
H -0.1108 -3.3267 0.5240 0.02 0.01 0.01
Se -0.2620 0.9500 2.8838 0.20 0.19 -0.03
Se -0.8417 2.9968 3.8640 -0.10 -0.14 0.08
Se -1.6358 4.1094 1.9229 0.06 -0.12 -0.02
Se -2.8777 2.5002 0.8592 0.01 -0.19 -0.12
O 0.5618 3.9493 -0.4748 0.61 0.38 -0.26
N 1.4718 4.2767 0.3886 -0.42 0.26 -0.46
O 1.3379 3.5966 1.3966 0.65 0.06 0.74
```
Positions in Å, forces in eV/Å.

The following is a quantum chemistry calculation of C17H14AuBr2O2 as an isolated structure, from the Open Molecules 2025 dataset.

Output
LUMO energy (alpha / beta): 2.877 / 0.798 eV
2S+1: 3
HOMO energy (alpha / beta): -3.745 / -4.080 eV
Frontier orbital gap (alpha / beta): 6.62 / 4.88 eV
ΔE to the lowest compared entry with this formula, charge and spin: 5.88 kcal per mole
Charge: -1
Expectation value of S²: 2.028

```
36
Properties=species:S:1:pos:R:3:forces:R:3
C -1.9710 -0.8549 -0.8209 -0.46 -0.97 0.69
C -1.7682 -1.3595 0.5100 -1.42 -0.60 -0.13
C -1.7825 -0.2413 1.4148 -1.18 -0.91 0.11
H -1.5540 -2.4133 0.7839 -0.24 1.04 -0.26
C -1.9851 0.9512 0.6526 -0.34 0.74 -0.75
C -2.0776 0.5804 -0.7391 -0.40 0.84 0.37
H -2.1816 1.2735 -1.5893 -0.06 -0.52 0.64
H -1.9522 -1.4521 -1.7504 0.03 0.52 0.78
H -1.6611 -0.2892 2.5116 -0.06 0.07 -0.99
H -2.0273 1.9776 1.0567 -0.03 -0.81 -0.33
Au 0.0490 0.0534 -0.0519 1.57 0.81 -0.09
Br 1.2489 -0.8749 -1.8957 1.14 -0.32 -1.22
C 2.7791 0.6800 -4.8990 -1.23 3.05 -0.35
C 1.6782 1.4712 -5.3322 2.36 -0.05 0.96
C 0.6848 0.5940 -5.8541 0.05 -1.00 -0.09
H 1.6091 2.5663 -5.2792 0.05 -0.70 0.03
C 1.1733 -0.7387 -5.7436 0.81 -0.44 0.17
C 2.4675 -0.6855 -5.1532 -1.90 -1.54 -1.01
H 3.1128 -1.5466 -4.9344 -0.43 0.51 -0.08
H 3.7085 1.0560 -4.4507 -0.62 -0.22 -0.22
H -0.2852 0.8933 -6.2749 0.56 -0.19 0.28
H 0.6465 -1.6489 -6.0617 0.33 0.58 0.28
Br 0.9526 1.8148 3.6254 0.06 0.43 0.38
C 1.1370 0.1777 4.5514 0.19 -1.30 0.65
C 1.2867 0.2989 5.9486 0.01 -0.40 -0.17
C 1.4274 -0.8312 6.7617 -0.05 -0.01 -0.51
C 1.4261 -2.1040 6.1818 0.01 0.32 0.06
C 1.2821 -2.2397 4.8028 0.05 0.26 0.10
C 1.1388 -1.1218 3.9512 -0.08 -0.32 1.50
C 0.8989 -1.3939 2.4792 0.35 1.87 0.04
O 0.9188 -2.5101 1.9866 -0.14 0.31 0.17
O 0.6986 -0.2189 1.9676 1.22 -1.69 -0.22
H 1.2890 1.2837 6.4136 -0.02 -0.18 -0.25
H 1.5346 -0.7142 7.8419 -0.03 0.00 -0.31
H 1.5333 -2.9835 6.8167 -0.03 0.15 -0.19
H 1.2731 -3.2485 4.3673 -0.03 0.64 -0.04
```
Positions in Å, forces in eV/Å.

The following is a quantum chemistry calculation of C17H14BrHgNO3S as an isolated structure, from the Open Molecules 2025 dataset.

Output
LUMO energy: 4.804 eV
HOMO energy: -1.490 eV
Frontier orbital gap: 6.29 eV
Charge: -2

```
38
Properties=species:S:1:pos:R:3:forces:R:3
C 1.4821 -2.2727 -0.3601 0.31 0.10 0.27
C 2.1970 -1.4761 0.5049 -1.47 -0.77 0.04
C 1.3250 -1.0781 1.5866 -0.76 -0.75 -0.57
H 3.2304 -1.2734 0.4205 0.87 0.39 -0.13
C 0.0641 -1.6106 1.3601 0.40 0.39 0.11
C 0.0830 -2.3633 0.0816 -0.31 0.75 -0.11
H -0.5521 -3.2433 -0.0562 0.44 -0.05 0.16
H 1.9107 -2.7652 -1.2221 -0.18 -0.04 -0.10
H 1.6168 -0.4889 2.4494 -0.10 0.02 -0.12
H -0.7567 -1.4839 2.0887 0.33 -0.13 -0.87
Hg -0.9491 -1.4739 -1.8799 0.66 0.69 1.69
Br -1.9234 0.6350 -2.9592 -0.04 1.17 -0.04
C -2.6435 -2.3464 -3.4781 0.48 -1.11 -0.48
C -2.5800 -3.5830 -2.7432 0.22 -0.07 -1.03
C -1.3802 -4.2545 -3.1145 -0.19 -0.09 -0.82
H -3.4073 -4.0236 -2.1746 0.48 0.34 -0.03
C -0.6716 -3.4480 -4.0659 -0.98 -0.25 0.04
C -1.4405 -2.2581 -4.2984 -0.53 -1.02 0.25
H -1.2400 -1.4817 -5.0483 -0.02 -0.36 0.66
H -3.5041 -1.6718 -3.5213 0.64 -0.22 0.19
H -1.1557 -5.3085 -2.8969 0.09 0.66 0.21
H 0.1929 -3.7795 -4.6626 -0.33 0.35 0.57
O -1.9159 1.6163 3.2123 -0.38 -0.32 0.68
S -1.6050 2.4917 2.1205 2.68 -0.31 -2.63
O -2.5314 3.5659 1.8542 -0.43 0.00 0.05
N -1.0881 1.6841 0.7996 -0.69 0.18 0.20
C 0.2140 1.9037 0.4349 -1.07 -1.31 -0.86
O 0.7973 1.3951 -0.5387 -0.50 0.87 1.31
C 0.8760 2.8127 1.4147 1.58 -0.36 -0.73
C 2.2265 3.1563 1.4728 0.06 0.19 0.05
C 2.6647 4.0217 2.4761 -0.38 -0.12 0.28
C 1.7397 4.4960 3.4356 -0.37 -0.09 -0.28
C 0.3934 4.0892 3.3809 0.59 -0.17 -0.36
C 0.0133 3.2268 2.3569 -0.74 1.28 2.21
H 2.9148 2.7235 0.7480 -0.19 0.16 0.05
H 3.7278 4.2944 2.5316 -0.53 -0.04 0.05
H 2.0584 5.1916 4.2109 0.02 -0.17 -0.10
H -0.3834 4.3807 4.0794 0.34 0.24 0.21
```
Positions in Å, forces in eV/Å.

The following is a quantum chemistry calculation of C17H14Cl2MoN5O3S3 as an isolated structure, from the Open Molecules 2025 dataset.

Output
LUMO energy: -4.560 eV
HOMO energy: -11.719 eV
Frontier orbital gap: 7.16 eV
ΔE to the lowest compared entry with this formula, charge and spin: 8.70 kcal per mole
Charge: +1

```
45
Properties=species:S:1:pos:R:3:forces:R:3
Mo 2.1090 -0.2974 0.3684 0.22 0.19 -0.33
Cl 4.0770 -1.3964 1.0746 0.07 -0.03 -0.02
C 4.5003 -0.7342 2.6721 0.02 0.01 0.02
C 5.6762 -1.1495 3.2558 -0.01 0.00 0.00
C 5.9830 -0.6187 4.5004 0.00 0.00 0.00
C 5.1279 0.2888 5.1070 0.00 0.00 0.00
C 3.9581 0.6817 4.4746 0.01 -0.01 -0.01
Cl 2.9144 1.8116 5.2524 0.00 0.00 0.00
C 3.6195 0.1705 3.2207 -0.02 -0.02 -0.03
S 2.1370 0.6724 2.3763 -0.04 0.07 0.22
H 6.3280 -1.8578 2.7640 0.00 0.00 0.00
H 6.8941 -0.9161 5.0000 0.00 0.00 0.00
H 5.3628 0.7035 6.0770 0.00 0.00 0.00
O 5.8493 2.0391 -2.3712 0.01 -0.01 0.01
S 4.7537 2.6999 -2.9847 -0.01 0.00 0.01
O 4.4045 4.0173 -2.5951 0.01 0.01 0.00
O 3.9986 2.0314 -3.9847 0.00 0.00 -0.01
S 2.6475 1.2148 -0.9486 -0.12 -0.23 0.12
C -0.1264 -1.1368 -2.2052 0.01 -0.02 0.02
C -0.5851 -1.2625 -0.7963 -0.04 -0.01 -0.02
N 0.1320 -0.9814 0.3011 -0.13 0.04 0.06
C -0.6846 -1.2378 1.4022 -0.02 -0.02 0.00
C -1.8774 -1.6759 0.9588 0.00 0.01 -0.03
N -1.7981 -1.6842 -0.4256 0.04 -0.02 0.00
C -2.9074 -2.0815 -1.3051 0.00 0.03 -0.03
N -4.0314 -1.2270 -1.1436 0.02 0.01 0.01
N -4.8692 -1.4416 -0.0849 0.01 -0.01 0.00
N -5.6742 -0.4678 0.0182 0.00 0.02 -0.01
C -5.3839 0.4582 -0.9699 0.00 -0.03 0.00
C -5.9883 1.6804 -1.2702 -0.01 0.02 -0.01
C -5.4690 2.3899 -2.3278 -0.01 0.00 0.02
C -4.3816 1.9008 -3.0794 0.02 -0.02 0.00
C -3.7816 0.6929 -2.7978 0.00 0.03 0.00
C -4.3101 -0.0156 -1.7181 -0.03 -0.02 0.03
H 0.8896 -0.7479 -2.2420 0.00 0.00 0.00
H -0.7615 -0.4414 -2.7549 0.01 0.00 0.00
H -0.1447 -2.1033 -2.7098 0.01 0.01 -0.01
H -0.3414 -1.0664 2.4064 0.00 -0.01 0.00
H -2.7806 -1.9611 1.4702 0.00 0.01 0.00
H -3.1987 -3.0983 -1.0523 -0.02 0.00 0.02
H -2.5607 -2.0458 -2.3344 0.01 -0.03 0.00
H -6.8275 2.0400 -0.6916 0.00 0.00 0.00
H -5.9028 3.3421 -2.5996 0.00 0.00 0.00
H -4.0138 2.4911 -3.9080 0.00 0.00 0.00
H -2.9628 0.3201 -3.3993 0.00 0.00 -0.01
```
Positions in Å, forces in eV/Å.

The following is a quantum chemistry calculation of the molecule C17H14ClN3O2S, from the Open Molecules 2025 dataset.

Output
LUMO energy: -0.099 eV
SMILES: O=C(CSc1ccc(-c2ccco2)nn1)NCc1ccc(Cl)cc1
HOMO energy: -8.384 eV
Frontier orbital gap: 8.29 eV
ΔE to the lowest compared entry with this formula, charge and spin: 0.00 kcal per mole
Charge: 0

```
38
Properties=species:S:1:pos:R:3:forces:R:3
O -3.0899 0.9033 -3.6149 -0.34 0.16 -0.28
C -2.1274 0.4360 -3.0447 0.42 -0.32 -0.04
C -1.1367 -0.4947 -3.7477 0.23 0.17 -0.05
S 0.4685 0.2917 -4.1106 -0.19 0.03 -0.27
C 1.3687 0.0759 -2.6301 0.22 -0.05 0.16
C 2.7379 0.4072 -2.5986 -0.29 -0.12 0.21
C 3.3959 0.2300 -1.4121 -0.37 -0.11 0.12
C 2.6513 -0.2637 -0.3154 0.24 0.33 -0.94
C 3.2398 -0.4689 0.9837 -0.73 -0.51 1.12
C 2.6766 -0.9453 2.1440 0.22 0.30 -0.89
C 3.7025 -0.9330 3.1095 0.64 0.22 -0.13
C 4.8104 -0.4536 2.4741 -0.23 -0.32 0.92
O 4.5439 -0.1707 1.1930 0.01 0.18 -0.63
N 1.3608 -0.5501 -0.4296 0.63 -0.23 1.15
N 0.7417 -0.3882 -1.5581 -0.15 0.08 -0.88
N -1.8169 0.6450 -1.7590 0.01 0.07 0.52
C -2.6025 1.4763 -0.8705 -0.10 0.16 -0.18
C -2.5758 0.8970 0.5175 -0.02 0.06 -0.02
C -3.7131 0.3540 1.0983 0.12 0.05 -0.03
C -3.6660 -0.1990 2.3663 0.05 -0.04 0.12
C -2.4652 -0.2132 3.0562 -0.04 0.10 -0.25
Cl -2.3962 -0.9036 4.6402 0.01 -0.10 0.22
C -1.3172 0.3204 2.4926 -0.02 -0.05 0.07
C -1.3799 0.8720 1.2274 -0.18 0.00 0.02
H -1.5378 -0.7682 -4.7229 -0.01 0.01 0.11
H -0.9339 -1.3808 -3.1482 -0.07 -0.06 -0.06
H 3.2229 0.7834 -3.4852 0.11 0.03 -0.07
H 4.4439 0.4562 -1.2951 0.09 0.03 -0.02
H 1.6612 -1.2619 2.2599 -0.24 -0.07 -0.03
H 3.6306 -1.2375 4.1332 0.06 -0.05 0.22
H 5.8106 -0.2753 2.8169 0.15 0.06 -0.06
H -0.9762 0.2024 -1.3857 -0.24 -0.03 -0.26
H -2.1888 2.4944 -0.8563 -0.16 -0.07 -0.01
H -3.6183 1.5246 -1.2704 0.11 0.06 0.10
H -4.6472 0.3626 0.5569 -0.10 0.00 -0.07
H -4.5525 -0.6184 2.8155 -0.06 -0.04 0.07
H -0.3878 0.3076 3.0397 0.08 -0.01 0.08
H -0.4838 1.2850 0.7890 0.13 0.07 -0.05
```
Positions in Å, forces in eV/Å.